Record 1
Here is C36H47Cl5CoPSbSi3 as an isolated structure from the OMol25 dataset. Energies are from the ωB97M-V functional and the def2-TZVPD basis.

Element x y z (Å)
Co  0.6272  -0.2657  -0.8662
C  3.2666  0.7400  -2.5133
C  3.9341  1.6441  -1.5106
C  4.9845  2.4488  -1.9392
C  5.6947  3.2504  -1.0587
C  5.3699  3.2569  0.2871
C  4.3266  2.4650  0.7387
C  3.5973  1.6722  -0.1461
P  2.2936  0.5900  0.4911
C  2.0938  0.8802  2.2760
C  2.4271  -0.1598  3.1462
C  2.2198  -0.0430  4.5108
C  1.6767  1.1273  5.0176
C  1.3467  2.1625  4.1577
C  1.5391  2.0631  2.7830
C  1.1631  3.2250  1.9072
C  2.9547  -1.0850  0.3080
C  4.2820  -1.4444  0.0904
C  4.5793  -2.7564  -0.2302
C  3.5595  -3.6986  -0.3697
C  2.2399  -3.3474  -0.1556
C  1.9288  -2.0387  0.2236
C  0.5583  -1.5466  0.5372
H  3.4685  1.0795  -3.5283
H  2.1775  0.7171  -2.4075
H  3.6315  -0.2850  -2.4283
H  5.2521  2.4394  -2.9886
H  6.5071  3.8634  -1.4257
H  5.9229  3.8717  0.9840
H  4.0790  2.4609  1.7922
H  2.8659  -1.0713  2.7611
H  2.4845  -0.8604  5.1678
H  1.5085  1.2364  6.0809
H  0.9216  3.0755  4.5564
H  0.4092  3.8439  2.3915
H  0.7622  2.9021  0.9475
H  2.0255  3.8594  1.6918
H  5.0651  -0.6986  0.1531
H  5.6073  -3.0508  -0.3946
H  3.8062  -4.7144  -0.6489
H  1.4503  -4.0777  -0.2753
H  0.4826  -1.0734  1.5150
H  -0.2208  -2.2936  0.4249
Cl  -0.3803  -1.5126  -2.2888
C  -0.8869  0.7985  -0.6410
C  -2.1760  0.3502  -0.3291
C  -3.1978  1.2905  -0.1778
Cl  -4.8618  0.8133  0.0230
C  -2.9709  2.6616  -0.2873
Cl  -4.2350  3.7981  -0.0369
C  -1.7154  3.1037  -0.6820
Cl  -1.4186  4.7717  -0.9431
C  -0.7155  2.1599  -0.9027
Cl  0.7385  2.6915  -1.6878
C  -1.2379  -4.8253  -1.8137
Si  -2.1576  -4.2376  -0.3031
C  -3.9113  -4.8835  -0.3133
C  -1.2453  -4.8038  1.2249
Sb  -2.8810  -1.7124  -0.3711
Si  -4.4141  -1.4829  -2.5058
C  -3.4925  -2.4237  -3.8250
C  -4.5395  0.2998  -3.0395
C  -6.0877  -2.2276  -2.1398
Si  -3.4454  -1.5754  2.2210
C  -3.9060  0.0727  2.9794
C  -4.7944  -2.8050  2.6530
C  -1.8203  -2.0009  3.0574
H  -0.9231  -5.8608  -1.6608
H  -0.3555  -4.2229  -2.0249
H  -1.8731  -4.8047  -2.6960
H  -3.8887  -5.9684  -0.1801
H  -4.3940  -4.6824  -1.2704
H  -4.5365  -4.4676  0.4786
H  -1.0326  -5.8647  1.0603
H  -1.8549  -4.7280  2.1249
H  -0.2948  -4.3021  1.4006
H  -2.5909  -1.8952  -4.1329
H  -4.1619  -2.4992  -4.6875
H  -3.2131  -3.4326  -3.5362
H  -3.6022  0.8458  -2.9196
H  -5.3316  0.8463  -2.5368
H  -4.7620  0.2712  -4.1107
H  -6.0588  -3.3148  -2.0759
H  -6.7733  -1.9669  -2.9501
H  -6.5092  -1.8388  -1.2118
H  -4.9699  0.2905  2.9141
H  -3.3496  0.9196  2.5814
H  -3.6394  -0.0199  4.0374
H  -5.6554  -2.6960  1.9907
H  -5.1383  -2.6257  3.6742
H  -4.4541  -3.8418  2.6089
H  -1.1764  -1.1202  3.1017
H  -1.2440  -2.8162  2.6327
H  -2.0726  -2.2693  4.0882

Atoms 1-2, force components in eV/Å:
0.63 -0.14 0.18
-0.04 -0.08 0.00

Output
LUMO level, Eh: -0.103
Total charge: +1
Gap between HOMO and LUMO, eV: 8.1
E_HOMO, eV: -10.852
Energy above the lowest of the compared OMol25 structures with the same formula, charge and spin, kcal per mole: 0.0


Record 2
Here is C52H48F4HfN3O3P2S2 as an isolated structure at a distorted geometry from the OMol25 dataset. Energies are from the ωB97M-V functional and the def2-TZVPD basis.

Element x y z (Å)
Hf  0.3310  0.1485  -0.0398
C  2.2430  -3.1925  0.1114
N  2.6105  -1.7769  0.1959
C  3.4357  -1.5873  1.3871
C  3.3702  -1.3911  -0.9915
C  3.6075  0.1006  -1.0684
N  2.4215  0.9293  -0.8260
C  2.6652  2.2568  -0.7137
C  1.5714  3.0858  -0.4516
F  0.3639  2.4349  -0.3961
C  1.5861  4.4403  -0.2805
F  0.4351  5.0747  -0.0349
C  2.7764  5.1356  -0.3695
C  3.8880  4.3717  -0.6559
F  5.0869  4.9766  -0.7755
C  3.8602  3.0014  -0.8367
F  5.0360  2.4089  -1.1572
H  3.1398  -3.8282  0.1471
H  1.7197  -3.3887  -0.8219
H  1.5918  -3.4581  0.9460
H  4.3852  -2.1289  1.2717
H  2.9249  -1.9933  2.2610
H  3.6430  -0.5338  1.5632
H  2.8205  -1.7379  -1.8534
H  4.3522  -1.8939  -0.9946
H  4.0394  0.2928  -2.0551
H  4.3833  0.3628  -0.3465
H  2.8299  6.2054  -0.2276
S  -2.9725  2.1642  -0.6562
P  -2.6909  0.5065  -1.6890
C  -1.4684  -0.6381  -1.1855
P  -0.8202  -1.5828  -2.4771
S  0.9545  -0.8813  -3.0457
C  -0.6569  -3.3054  -1.8438
C  -1.0837  -3.6446  -0.5651
C  -0.8917  -4.9364  -0.0710
C  -0.2762  -5.8969  -0.8572
C  0.1409  -5.5721  -2.1477
C  -0.0514  -4.2889  -2.6343
C  -1.8148  -1.9507  -3.9856
C  -1.4392  -1.4660  -5.2312
C  -2.1737  -1.8004  -6.3659
C  -3.2957  -2.6129  -6.2609
C  -3.6778  -3.1061  -5.0163
C  -2.9306  -2.7833  -3.8933
C  -4.3172  -0.3626  -1.7615
C  -5.4672  0.2876  -2.2213
C  -6.7047  -0.3367  -2.1746
C  -6.8241  -1.6153  -1.6329
C  -5.6984  -2.2555  -1.1384
C  -4.4537  -1.6285  -1.2062
C  -2.4203  1.1106  -3.4142
C  -1.3216  1.9484  -3.6341
C  -1.0747  2.4934  -4.8846
C  -1.9381  2.2280  -5.9449
C  -3.0273  1.3953  -5.7446
C  -3.2541  0.8261  -4.4919
H  -1.5414  -2.8760  0.0486
H  -1.2017  -5.1824  0.9398
H  -0.1160  -6.8954  -0.4690
H  0.6263  -6.3187  -2.7660
H  0.2987  -4.0311  -3.6298
H  -0.5795  -0.8087  -5.3065
H  -1.8751  -1.4049  -7.3304
H  -3.8718  -2.8663  -7.1442
H  -4.5485  -3.7437  -4.9193
H  -3.2200  -3.1908  -2.9341
H  -5.3875  1.3032  -2.5925
H  -7.5842  0.1817  -2.5391
H  -7.7935  -2.0977  -1.5835
H  -5.7847  -3.2398  -0.6921
H  -3.5689  -2.1120  -0.8030
H  -0.6615  2.1933  -2.8127
H  -0.2119  3.1330  -5.0302
H  -1.7563  2.6650  -6.9208
H  -3.6948  1.1630  -6.5676
H  -4.0803  0.1359  -4.3752
C  -2.3736  0.2536  2.0251
C  -1.1794  1.0106  1.4391
O  -0.8167  1.9904  2.0822
H  -3.1765  0.9588  2.2440
H  -2.0327  -0.1906  2.9690
H  -2.7411  -0.5338  1.3648
C  -2.9056  -6.7008  3.5440
C  -1.6458  -6.0231  4.0302
C  -0.6861  -6.7575  4.7189
C  0.4815  -6.1498  5.1628
C  0.7084  -4.8093  4.9042
C  -0.2508  -4.0597  4.2259
N  -0.0225  -2.7164  3.8593
C  0.7246  -1.7581  4.5231
C  0.9837  -1.8633  5.8986
C  1.6946  -0.8798  6.5588
C  2.1721  0.2476  5.8925
C  1.9216  0.3669  4.5405
C  1.2177  -0.6163  3.8452
C  1.0113  -0.3979  2.4004
O  1.5119  0.5676  1.7652
O  0.2659  -1.2083  1.7205
C  -1.4469  -4.6551  3.7981
C  -2.4964  -3.8364  3.0827
H  -2.8418  -7.7798  3.6890
H  -3.0850  -6.5120  2.4821
H  -3.7897  -6.3433  4.0799
H  -0.8535  -7.8143  4.8995
H  1.2322  -6.7307  5.6858
H  1.6399  -4.3417  5.1998
H  -0.2533  -2.4707  2.9081
H  0.5960  -2.7132  6.4447
H  1.8649  -0.9869  7.6250
H  2.7150  1.0192  6.4237
H  2.2536  1.2347  3.9824
H  -2.4522  -2.7883  3.3748
H  -3.5004  -4.2027  3.2974
H  -2.3769  -3.8635  1.9929

Atoms 1-2, force components in eV/Å:
1.16 -0.55 -1.21
0.05 0.12 0.02

Output
LUMO level, Eh: 0.081
Total charge: -1
Gap between HOMO and LUMO, eV: 6.7
E_HOMO, eV: -4.497
Energy above the lowest of the compared OMol25 structures with the same formula, charge and spin, kcal per mole: 59.7


Record 3
Here is C15H38F6N8O12S2V as an isolated structure at a distorted geometry from the OMol25 dataset. Energies are from the ωB97M-V functional and the def2-TZVPD basis.

Element x y z (Å)
O  -1.2226  12.2377  7.8692
V  -0.3715  13.3872  7.1899
C  -1.0285  14.2424  11.2783
C  -0.6054  15.2379  10.2872
O  -0.4589  14.7780  8.9633
H  -0.8530  14.7522  12.2256
H  -0.3884  13.3605  11.2508
H  -2.0636  13.9318  11.1363
H  0.3582  15.6019  10.6437
H  -1.3634  16.0164  10.3733
C  -1.2249  13.0855  3.2216
F  -0.1398  13.7914  3.0866
F  -2.3038  13.9022  3.5319
F  -1.5251  12.5815  2.0010
S  -1.0465  11.5699  4.4507
O  -2.3527  11.4782  5.0472
O  -0.8273  10.3815  3.5903
N  0.2535  12.2633  5.5028
S  1.6192  11.8371  4.8172
O  1.4924  11.4536  3.3701
O  2.6908  12.8206  5.1673
C  2.0750  10.3000  5.7684
F  1.8324  9.2902  4.9633
F  3.4403  10.3857  5.9753
F  1.3798  10.0801  6.9005
C  2.8044  12.9827  8.7350
O  1.8229  12.7388  8.0334
N  4.0085  13.1640  8.2534
N  2.6200  13.1898  10.0023
H  4.3369  13.0928  7.3010
H  4.7823  13.4519  8.8351
H  3.4758  13.4389  10.4773
H  1.6803  13.2812  10.3608
C  -3.0646  15.1419  6.4775
O  -2.1306  14.3753  6.3670
N  -3.1702  16.0565  7.3296
N  -4.1942  15.0166  5.8980
H  -3.8514  16.8000  7.2735
H  -2.3730  16.2165  7.9287
H  -4.7617  15.8416  6.0304
H  -4.3805  14.2426  5.2765
C  1.1305  15.8670  5.5685
O  0.6359  14.9227  6.1340
N  1.8229  16.7509  6.1472
N  0.8010  16.3032  4.3640
H  2.1671  16.4582  7.0505
H  2.0537  17.5825  5.6226
H  0.1422  15.7683  3.8163
H  1.2844  17.1193  4.0170
C  -0.3501  7.5880  7.4045
C  -1.1993  8.6182  8.2771
O  -2.4872  8.1636  8.2978
H  -0.2502  6.6119  7.8790
H  0.6804  7.9371  7.3393
H  -0.6748  7.5031  6.3674
H  -1.0865  9.4935  7.6375
H  -0.8027  8.7351  9.2857
H  -3.1699  8.5648  7.7550
C  -10.6638  13.2560  5.3241
O  -9.3792  13.3411  4.8662
C  -8.3631  13.2970  5.9007
C  -7.3990  12.1530  5.4988
N  -6.5359  11.8076  6.6370
C  -5.1612  11.3810  6.2929
C  -4.4302  10.3920  7.2089
O  -4.8171  9.1934  6.7230
C  -4.0444  8.7466  5.6279
H  -10.9176  12.3093  5.8010
H  -11.3757  13.3663  4.5061
H  -10.7813  14.0642  6.0459
H  -8.8329  13.0383  6.8497
H  -7.8971  14.2701  6.0553
H  -6.8637  12.5035  4.6163
H  -8.0750  11.3633  5.1710
H  -6.9237  11.0163  7.1306
H  -4.6122  12.3214  6.2421
H  -5.1335  11.0214  5.2643
H  -4.7941  10.5562  8.2232
H  -3.3500  10.5110  7.2928
H  -4.4722  9.0685  4.6785
H  -4.0141  7.6583  5.6822
H  -3.0141  9.0950  5.5560

Atoms 1-2, force components in eV/Å:
1.29 1.28 -1.21
-1.19 0.31 4.21

Output
Spin multiplicity: 2
LUMO level (alpha / beta), Eh: -0.004 / -0.004
Gap between HOMO and LUMO (alpha / beta), eV: 8.1 / 8.0
E_HOMO (alpha / beta), eV: -8.171 / -8.152


Record 4
Here is one molecule with the formula C15H23N3O4 at a distorted geometry from the OMol25 dataset. Energies are from the ωB97M-V functional and the def2-TZVPD basis.

Element x y z (Å)
N  -4.4577  0.4415  -1.2384
C  -3.8257  -0.8811  -1.3632
C  -3.2913  -1.3079  0.0716
C  -1.8218  -1.2847  0.1970
C  -0.9081  -2.5560  0.1119
C  0.5545  -2.2964  0.6138
N  0.8881  -1.8705  2.0262
C  1.3978  -1.5289  -0.4375
O  1.0504  -1.4652  -1.5777
N  2.3592  -0.7928  0.1317
C  3.1197  0.2806  -0.6950
C  2.9706  1.6870  0.0040
C  1.5500  2.1178  0.2071
C  0.8008  2.9268  -0.6486
C  -0.5439  3.0198  -0.5648
C  -1.1837  2.3151  0.4752
O  -2.5154  2.2722  0.4923
C  -0.4456  1.6135  1.3762
C  0.9134  1.5041  1.2448
C  4.5669  -0.0439  -0.7726
O  5.1076  -0.8303  -1.6068
O  5.2561  0.3910  0.2476
H  -5.3751  0.3204  -0.9524
H  -4.5857  0.7844  -2.1753
H  -2.8401  -0.7307  -1.9285
H  -4.4013  -1.6262  -1.8813
H  -3.7105  -2.2342  0.5188
H  -3.6812  -0.3647  0.6991
H  -1.3549  -0.5487  -0.4030
H  -1.8130  -1.0290  1.2554
H  -0.9068  -3.0195  -0.9421
H  -1.5711  -3.2506  0.6875
H  1.1238  -3.1916  0.7491
H  0.0954  -1.4209  2.5083
H  1.3503  -2.6205  2.5578
H  2.6527  -0.9130  1.1044
H  2.6340  0.3982  -1.7610
H  3.3825  1.6355  1.0150
H  3.6823  2.2748  -0.5309
H  1.2933  3.2941  -1.4947
H  -1.1376  3.3792  -1.5186
H  -2.9147  2.9631  0.0182
H  -1.0556  1.0858  2.0280
H  1.4384  0.8690  2.1094
H  6.1528  0.2333  0.0425

Atoms 1-2, force components in eV/Å:
1.60 -0.22 -1.27
2.80 0.23 0.83

Output
SMILES: NCCCC[C@H](N)C(=O)N[C@@H](Cc1ccc(O)cc1)C(=O)O
LUMO level, Eh: 0.023
Gap between HOMO and LUMO, eV: 8.9
E_HOMO, eV: -8.280
Energy above the lowest of the compared OMol25 structures with the same formula, charge and spin, kcal per mole: 101.2


Record 5
Here is an isolated ion of composition C8H7ClN3O and charge +1 at a distorted geometry from the OMol25 dataset. Energies are from the ωB97M-V functional and the def2-TZVPD basis.

Element x y z (Å)
C  1.8823  1.2855  -0.1145
C  2.7355  0.2233  0.1180
C  -0.4575  2.1347  -0.4661
C  0.4693  1.3588  -0.3361
C  2.1326  -1.1318  0.1780
C  -0.1450  -0.3901  -0.1171
C  -2.6679  -0.0039  -0.0873
C  2.7846  -2.2312  0.2219
N  0.7489  -1.1714  0.0532
N  -2.7626  1.1124  0.4214
N  -1.4176  -0.5891  -0.4136
O  -3.9795  1.6188  0.6383
Cl  -3.9170  -1.2040  -0.3399
H  2.4355  2.2956  -0.1939
H  3.7969  0.1384  0.3857
H  -1.3792  2.5919  -0.4088
H  2.2776  -3.1582  0.2808
H  3.8553  -2.2992  0.3978
H  -1.6465  -1.6310  -0.6517
H  -4.7457  1.0506  0.4339

Atoms 1-2, force components in eV/Å:
4.96 1.10 0.04
-3.02 -0.31 0.13

Output
LUMO level, Eh: -0.212
Total charge: +1
Gap between HOMO and LUMO, eV: 7.2
E_HOMO, eV: -12.980


Record 6
Here is one molecule with the formula C23H24N4O5 from the OMol25 dataset. Energies are from the ωB97M-V functional and the def2-TZVPD basis.

Element x y z (Å)
C  3.7146  0.8399  2.2258
O  3.0937  1.8149  1.4193
C  1.7890  1.6413  1.0935
C  1.0028  0.5657  1.4926
C  -0.3153  0.5092  1.0892
C  -0.8850  1.4930  0.2929
C  -0.1093  2.5866  -0.0883
C  1.2125  2.6452  0.3166
C  -0.7006  3.6996  -0.9036
C  -2.2021  3.7972  -0.6606
C  -2.8486  2.4666  -1.0202
C  -2.3315  1.3261  -0.1338
N  -3.1873  1.0813  1.0144
C  -3.6266  -0.1904  1.0904
O  -4.2412  -0.7354  1.9704
N  -3.2346  -0.8171  -0.1071
C  -3.5353  -2.1985  -0.4082
C  -2.2358  -3.0023  -0.3893
O  -1.8303  -3.6187  -1.3469
N  -1.5655  -2.8939  0.7934
C  -0.1666  -3.0308  1.0107
O  0.2995  -2.6374  2.0544
N  0.5089  -3.5932  -0.0001
C  1.9395  -3.4206  -0.0936
C  2.3438  -2.0808  -0.6731
C  1.4412  -1.2577  -1.3316
C  1.8451  -0.0325  -1.8338
C  3.1560  0.3831  -1.6911
C  4.0664  -0.4369  -1.0456
C  3.6613  -1.6579  -0.5373
C  -2.4568  -0.0030  -0.8839
O  -1.9693  -0.2919  -1.9437
H  4.7446  1.1720  2.3462
H  3.7005  -0.1418  1.7439
H  3.2374  0.7721  3.2082
H  1.3876  -0.2364  2.0997
H  -0.9109  -0.3266  1.4225
H  1.8286  3.4845  0.0328
H  -0.2068  4.6398  -0.6531
H  -0.5199  3.5037  -1.9647
H  -2.6330  4.5902  -1.2731
H  -2.3916  4.0358  0.3881
H  -3.9347  2.5182  -0.9230
H  -2.6082  2.2211  -2.0573
H  -3.2206  1.7002  1.8067
H  -4.2355  -2.5521  0.3541
H  -3.9787  -2.2770  -1.4039
H  -2.0446  -2.4635  1.5766
H  -0.0087  -3.8098  -0.8465
H  2.3421  -4.2306  -0.7090
H  2.3507  -3.5132  0.9164
H  0.4123  -1.5558  -1.4653
H  1.1224  0.5927  -2.3352
H  3.4693  1.3410  -2.0776
H  5.0929  -0.1209  -0.9300
H  4.3724  -2.2944  -0.0284

Atoms 1-2, force components in eV/Å:
0.09 -0.19 0.15
-0.18 0.21 -0.19

Output
SMILES: COc1ccc2c(c1)CCC[C@]21NC(=O)N(CC(=O)NC(=O)NCc2ccccc2)C1=O
LUMO level, Eh: 0.026
Gap between HOMO and LUMO, eV: 9.2
E_HOMO, eV: -8.526
Energy above the lowest of the compared OMol25 structures with the same formula, charge and spin, kcal per mole: 0.0


| no. | E_tot (eV) |
| --- | --- |
| 1 | -177790.25726 |
| 2 | -117746.50373 |
| 3 | -116321.98934 |
| 4 | -28586.10650 |
| 5 | -27435.15144 |
| 6 | -40441.96707 |